w:
DFT (ωB97M-V/def2-TZVPD) results for C5H5NO as an isolated structure.

As for the HOMO energy (alpha / beta): -0.3224 / -0.3225 hartree.

```
! wB97M-V def2-TZVPD RIJCOSX def2/J DEFGRID3
* xyz 0 1
O 0.75 0.68 1.65
C 1.13 0.16 0.48
C 0.37 -1.09 -0.07
C -1.08 -0.64 -0.09
C -0.95 0.76 0.28
C 0.22 0.86 -0.64
N -0.14 -0.48 -1.28
H 2.21 0.05 0.30
H 0.58 -2.16 -0.04
H -1.91 -1.33 -0.03
H -1.66 1.46 0.68
H 0.48 1.73 -1.23
*
```

=====

x:
DFT (ωB97M-V/def2-TZVPD) results for one molecule with the formula C5H5NO.

As for the HOMO energy: -0.3796 hartree. Its structure (SMILES) is N#C[C@@H]1C[C@@H]1C=O.

```
! wB97M-V def2-TZVPD RIJCOSX def2/J DEFGRID3
* xyz 0 1
N 0.90 -1.76 -2.06
C 0.66 -0.76 -1.52
C 0.37 0.48 -0.84
C 0.89 0.68 0.55
C -0.58 0.49 0.34
C -1.19 -0.79 0.81
O -2.29 -0.86 1.28
H 0.32 1.34 -1.50
H 1.45 -0.14 0.99
H 1.25 1.67 0.82
H -1.24 1.35 0.43
H -0.54 -1.69 0.69
*
```

=====

Going by the computed energies, the most stable comes first: x, w.

=====

w:
DFT (ωB97M-V/def2-TZVPD) results for an isolated ion of composition C4H7N2 and charge +1.

As for the HOMO energy: -0.5870 hartree. Its structure (SMILES) is C/[NH+]=C1/[C@@H]2CN12.

```
! wB97M-V def2-TZVPD RIJCOSX def2/J DEFGRID3
* xyz 1 1
C -1.86 -0.50 0.17
N -0.94 0.67 0.11
C 0.37 0.38 0.11
C 1.73 0.69 0.43
C 2.29 -0.17 -0.58
N 1.19 -0.68 0.24
H -1.29 -1.41 -0.10
H -1.98 -0.63 1.27
H -2.75 -0.20 -0.42
H -1.32 1.71 0.26
H 2.29 1.13 1.22
H 2.22 -0.09 -1.58
H 3.25 -0.75 -0.33
*
```

=====

x:
DFT (ωB97M-V/def2-TZVPD) results for C4H7N2 as an isolated structure.

As for the HOMO energy (alpha / beta): -0.5551 / -0.5367 hartree.

```
! wB97M-V def2-TZVPD RIJCOSX def2/J DEFGRID3
* xyz 1 1
C -0.85 -0.28 -0.09
C 2.92 -0.19 0.07
C 0.06 0.91 -0.18
C -2.24 -0.50 0.10
N 0.14 -1.14 -0.09
N 1.03 -0.18 -0.12
H 3.51 -1.12 0.11
H 3.23 0.77 0.52
H -0.10 1.38 -1.10
H 0.13 1.63 0.54
H -2.45 -1.51 0.24
H -2.71 0.08 -0.82
H -2.67 0.16 0.82
*
```

=====

y:
DFT (ωB97M-V/def2-TZVPD) results for C4H7N2 as an isolated structure.

As for the HOMO energy: -0.5486 hartree.

```
! wB97M-V def2-TZVPD RIJCOSX def2/J DEFGRID3
* xyz 1 1
C -1.56 0.42 0.58
C 1.23 -0.19 -0.50
C 0.11 -0.87 -1.37
C 0.41 0.01 0.84
N -0.89 -0.74 0.46
N -0.47 1.13 0.99
H -2.61 0.75 0.41
H 2.13 -0.74 -0.27
H 1.51 0.77 -0.71
H -0.76 -0.37 -1.88
H 0.29 -1.95 -1.44
H 0.99 -0.40 1.70
H -0.38 2.17 1.19
*
```

=====

z:
DFT (ωB97M-V/def2-TZVPD) results for C4H7N2 as an isolated structure.

As for the HOMO energy: -0.5895 hartree.

```
! wB97M-V def2-TZVPD RIJCOSX def2/J DEFGRID3
* xyz 1 1
C -1.74 -1.02 0.22
C -0.55 -0.16 0.08
C 0.16 -1.30 0.73
C 1.14 1.35 -0.53
N -0.21 1.00 -0.43
N -1.25 -2.03 0.92
H -2.78 -0.72 -0.09
H 0.86 -1.91 0.02
H 0.65 -1.24 1.79
H 1.44 1.54 -1.56
H 1.53 2.32 -0.12
H 1.80 0.65 -0.24
H -1.05 1.51 -0.80
*
```

=====

Going by the computed energies, the most stable comes first: z, w, y, x.

=====

w:
DFT (ωB97M-V/def2-TZVPD) results for a 2-piece molecular cluster, C4H7N2 overall.

As for the HOMO energy (alpha / beta): -0.4775 / -0.4775 hartree.

```
! wB97M-V def2-TZVPD RIJCOSX def2/J DEFGRID3
* xyz 1 1
C 3.44 -0.36 -0.28
C -2.41 0.35 -0.37
C -1.08 -0.31 -0.48
C 2.38 0.07 0.06
N -1.80 -0.63 0.53
N 1.13 0.49 0.41
H -2.48 1.37 -0.02
H 4.39 -0.72 -0.55
H -3.22 0.01 -1.00
H -0.30 -0.66 -1.12
H -2.01 -1.34 1.21
H 1.01 1.48 0.23
H 0.94 0.26 1.38
*
```

=====

x:
DFT (ωB97M-V/def2-TZVPD) results for an isolated ion of composition C4H7N2 and charge +1.

As for the HOMO energy: -0.5682 hartree. Its structure (SMILES) is C=[N+]1C=NCC1.

```
! wB97M-V def2-TZVPD RIJCOSX def2/J DEFGRID3
* xyz 1 1
C 1.92 -0.10 -0.35
N 0.71 0.09 -0.06
C 0.16 0.90 0.92
N -1.02 0.65 1.24
C -1.62 -0.29 0.31
C -0.45 -0.52 -0.64
H 2.30 -0.71 -1.10
H 2.70 0.67 -0.05
H 0.68 1.82 1.27
H -2.46 0.35 0.02
H -2.04 -1.12 0.83
H -0.37 -1.66 -0.77
H -0.50 -0.07 -1.62
*
```

=====

Going by the computed energies, the most stable comes first: x, w.

=====

w:
DFT (ωB97M-V/def2-TZVPD) results for an isolated ion of composition C4H7N2 and charge +1.

As for the HOMO energy: -0.5203 hartree. Its structure (SMILES) is C/C=C/[NH+]=C=N.

```
! wB97M-V def2-TZVPD RIJCOSX def2/J DEFGRID3
* xyz 1 1
C -0.76 -1.71 -1.13
C -0.30 -0.46 -0.41
C 0.97 -0.06 -0.28
N 1.29 1.10 0.58
C 0.34 1.69 1.14
N -0.61 1.87 1.82
H 0.01 -2.13 -1.70
H -1.73 -1.45 -1.58
H -0.85 -2.31 -0.30
H -1.14 0.03 0.15
H 1.93 -0.26 -0.84
H 2.25 1.35 0.58
H -1.41 2.33 1.96
*
```

=====

x:
DFT (ωB97M-V/def2-TZVPD) results for an isolated ion of composition C4H7N2 and charge +1.

As for the HOMO energy (alpha / beta): -0.5068 / -0.5068 hartree. Its structure (SMILES) is C=C/N=C\[NH+]=C.

```
! wB97M-V def2-TZVPD RIJCOSX def2/J DEFGRID3
* xyz 1 1
C 1.70 0.55 -0.10
C 1.33 -0.70 0.22
N 0.30 -1.53 -0.13
C -0.98 -1.28 -0.16
N -1.54 -0.04 0.31
C -1.05 1.11 -0.23
H 2.41 0.98 0.63
H 1.58 1.13 -1.09
H 2.00 -1.10 0.98
H -1.65 -2.02 -0.59
H -2.29 -0.12 1.01
H -1.43 2.07 0.21
H -0.37 0.96 -1.07
*
```

=====

y:
DFT (ωB97M-V/def2-TZVPD) results for an isolated ion of composition C4H7N2 and charge +1.

As for the HOMO energy (alpha / beta): -0.4737 / -0.5041 hartree.

```
! wB97M-V def2-TZVPD RIJCOSX def2/J DEFGRID3
* xyz 1 1
C -0.48 1.38 0.11
C -1.23 0.18 -0.08
C 0.82 -0.69 -0.54
C 0.80 0.80 -0.37
N 1.56 0.07 0.40
N -0.43 -1.14 0.23
H -0.86 2.02 -0.60
H -0.42 1.84 1.07
H -1.51 0.08 -1.15
H 1.11 -1.34 -1.42
H 1.79 -0.08 1.40
H -0.13 -1.19 1.16
H -1.02 -1.93 -0.22
*
```

=====

z:
DFT (ωB97M-V/def2-TZVPD) results for an isolated ion of composition C4H7N2 and charge +1.

As for the HOMO energy: -0.5471 hartree. Its structure (SMILES) is C/C=N\C1=[NH+]C1.

```
! wB97M-V def2-TZVPD RIJCOSX def2/J DEFGRID3
* xyz 1 1
C 1.84 1.41 -0.40
C 1.08 0.79 0.74
N 0.24 -0.13 0.60
C -0.71 -0.81 0.27
N -1.38 -2.17 -0.42
C -2.05 -0.90 -0.21
H 1.62 2.49 -0.45
H 2.91 1.31 -0.07
H 1.71 0.90 -1.36
H 1.34 1.16 1.84
H -1.60 -2.93 0.28
H -2.85 -0.74 0.38
H -2.14 -0.37 -1.21
*
```

=====

Going by the computed energies, the most stable comes first: w, x, z, y.

=====

w:
DFT (ωB97M-V/def2-TZVPD) results for a 2-piece molecular cluster, C4H9O3 overall.

As for the HOMO energy: -0.1394 hartree.

```
! wB97M-V def2-TZVPD RIJCOSX def2/J DEFGRID3
* xyz -1 1
C -2.15 0.92 1.52
C -1.66 -0.39 1.10
O -1.82 1.38 2.84
H -1.86 1.83 0.76
H -3.21 0.96 1.22
H -2.26 -1.05 0.57
H -0.84 1.69 2.88
H -1.08 -0.81 1.86
H -0.67 -0.29 0.58
C 1.42 -0.05 -2.76
C 1.52 -0.57 -1.31
O 0.55 -1.01 -0.69
O 2.62 -0.64 -0.90
H 0.40 0.40 -3.00
H 1.70 -0.75 -3.47
H 2.26 0.72 -2.71
*
```

=====

x:
DFT (ωB97M-V/def2-TZVPD) results for a 2-piece molecular cluster, C4H9O3 overall.

As for the HOMO energy: -0.1696 hartree.

```
! wB97M-V def2-TZVPD RIJCOSX def2/J DEFGRID3
* xyz -1 1
C 1.06 -1.45 -0.53
C 0.34 -2.54 0.29
O 1.94 -0.69 0.25
H 1.60 -1.92 -1.35
H 0.29 -0.80 -0.98
H 0.18 -3.43 -0.33
H 1.50 0.21 0.38
H -0.58 -2.17 0.72
H 1.00 -2.81 1.12
C -1.35 2.72 -0.26
C -0.62 1.59 0.50
O -1.33 0.81 1.16
O 0.63 1.55 0.34
H -2.05 3.24 0.41
H -1.92 2.22 -1.05
H -0.69 3.47 -0.69
*
```

=====

Going by the computed energies, the most stable comes first: x, w.

=====

w:
DFT (ωB97M-V/def2-TZVPD) results for a 2-piece molecular cluster, C4H9O3 overall.

As for the HOMO energy: -0.1530 hartree.

```
! wB97M-V def2-TZVPD RIJCOSX def2/J DEFGRID3
* xyz -1 1
C 1.58 -0.41 2.62
C 1.87 -0.43 1.15
O 0.97 -0.85 0.38
O 2.95 0.00 0.69
H 1.46 0.63 3.12
H 2.32 -1.03 3.04
H 0.45 -0.66 2.67
C -0.81 0.72 -1.64
C -2.19 0.15 -1.42
O 0.02 -0.33 -1.98
H -0.84 1.33 -2.62
H -0.42 1.33 -0.84
H -2.73 1.01 -1.03
H 0.50 -0.66 -1.13
H -2.35 -0.61 -0.69
H -2.78 -0.19 -2.32
*
```

=====

x:
DFT (ωB97M-V/def2-TZVPD) results for C4H9O3 as an isolated structure.

As for the HOMO energy: -0.1634 hartree.

```
! wB97M-V def2-TZVPD RIJCOSX def2/J DEFGRID3
* xyz -1 1
C -0.75 -0.52 0.61
O -0.43 -1.21 1.78
C 0.40 0.32 0.00
C -0.05 0.95 -1.24
C -0.40 0.00 -2.33
O -0.47 0.27 -3.58
H -1.58 0.26 0.73
H -1.20 -1.07 -0.22
H 1.18 -0.46 -0.13
H 0.88 0.93 0.77
H -1.21 0.36 -1.47
H 0.03 2.03 -1.34
H -0.20 -1.06 -1.93
H 0.50 -0.61 2.26
H 1.82 -0.27 3.47
O 1.48 0.07 2.61
*
```

=====

y:
DFT (ωB97M-V/def2-TZVPD) results for a 2-piece molecular cluster, C4H9O3 overall.

As for the HOMO energy: -0.1333 hartree.

```
! wB97M-V def2-TZVPD RIJCOSX def2/J DEFGRID3
* xyz -1 1
C 0.95 -0.54 -1.15
C 2.35 -0.38 -0.54
C 0.21 0.86 -1.56
O -0.73 1.19 -0.81
O 0.61 1.32 -2.64
H 0.91 -1.24 -1.99
H 0.24 -0.95 -0.43
H 2.38 0.60 -0.08
H 3.23 -0.45 -1.22
H 2.48 -1.11 0.31
C -1.87 -0.09 1.88
O -2.40 1.12 1.39
H -3.12 0.91 0.80
H -0.89 -0.30 1.41
H -1.82 0.04 2.96
H -2.54 -0.97 1.67
*
```

=====

Going by the computed energies, the most stable comes first: w, y, x.